Record 1
{
  "formula": "C3H9Br3Si3",
  "method": "wB97M-V/def2-TZVPD",
  "symbols": ["C", "C", "C", "Si", "Si", "Si", "Br", "Br", "Br", "H", "H", "H", "H", "H", "H", "H", "H", "H"],
  "coordinates": [[-0.0231, -0.9610, -1.0819], [-1.7847, 0.5930, 0.0357], [-0.9115, 0.3722, -1.0938], [2.0336, -0.5722, 1.8243], [1.7639, -0.9490, -0.5090], [-0.7593, 1.3705, 1.5618], [-2.2121, 0.5140, -2.7304], [2.2562, -2.9699, -1.2290], [0.2324, 3.3914, 1.0754], [-0.4141, -1.7369, -0.4732], [-0.1035, -1.2563, -2.1051], [-2.5105, 1.3674, -0.2068], [-2.1982, -0.4269, 0.3328], [-0.3214, 1.2145, -1.3074], [0.9180, -1.3888, 2.4680], [3.3555, -0.2060, 2.2232], [2.3838, -0.0718, -1.4266], [-1.7052, 1.7158, 2.6421]],
  "forces_ev_per_a": [[-1.2296, 2.5784, -0.0141], [0.1182, -0.4796, 2.7587], [0.6770, -1.8770, -1.3542], [-3.8747, 0.3658, -1.7652], [-0.9474, 0.0687, 0.5198], [1.4950, -0.6100, -0.9340], [0.8839, -0.5251, 0.4645], [0.5587, -0.7898, 0.0524], [-0.5735, -0.6701, -0.0793], [-1.2098, -0.7143, 0.4944], [0.6071, -0.6967, -0.6467], [-0.3878, -0.2721, 0.3292], [-0.0907, 1.6211, -0.0382], [0.8886, 1.0467, -0.4281], [1.3403, -0.0008, 0.1643], [0.5883, 0.1640, 0.8024], [1.0721, 1.0062, -0.4789], [0.0843, -0.2155, 0.1530]],
  "lowdin_charge": [-0.42, -0.47, -0.74, 0.56, -0.04, 0.33, 0.55, 0.32, 0.14, 0.04, 0.03, 0.04, 0.11, 0.03, -0.14, -0.16, -0.08, -0.10],
  "multiplicity": 1,
  "homo_lumo_gap_ev": [6.48, 6.49],
  "e_above_lowest_ev": 1.869,
  "e_lumo_ev": [-1.63, -1.63]
}

Record 2
{
  "formula": "C3H9BrHfO4P",
  "method": "wB97M-V/def2-TZVPD",
  "symbols": ["Hf", "Br", "C", "O", "P", "O", "O", "C", "O", "C", "H", "H", "H", "H", "H", "H", "H", "H", "H"],
  "coordinates": [[-6.0832, -3.5860, 0.0198], [-3.5783, -3.8308, 1.3767], [2.5350, 0.3505, 1.1530], [1.6433, 1.0994, 0.3282], [0.2872, 0.3906, -0.3901], [0.5288, -0.6794, -1.3228], [-0.3649, 1.6086, -1.1827], [0.3953, 2.3511, -2.1316], [-0.7798, 0.1155, 0.7770], [-1.1523, -1.2174, 1.0391], [3.5484, 0.5120, 0.7857], [2.4080, -0.7296, 1.0799], [2.4882, 0.6010, 2.2128], [0.8451, 3.2377, -1.6846], [-0.1771, 2.6855, -2.9969], [1.2771, 1.7592, -2.3770], [-2.1815, -1.2724, 0.6843], [-1.0364, -1.3926, 2.1087], [-0.6028, -2.0028, 0.5204]],
  "forces_ev_per_a": [[3.3240, -0.5023, 1.9255], [-3.6113, 0.3562, -1.9602], [0.3921, -1.4790, -0.7694], [-2.5102, -1.3356, -0.2735], [0.4132, 2.5058, 2.9615], [0.5321, -1.8171, -1.0158], [0.2160, 0.6592, -0.0038], [0.0332, -0.2674, -0.4684], [1.7282, 1.3287, -1.7453], [0.2616, -1.2201, 0.8899], [0.3807, 0.6575, 0.0761], [-0.4523, -0.0303, -0.2348], [-0.1658, 0.8556, 0.1529], [0.0496, 0.5033, 0.7572], [-0.3369, -0.4651, 0.2705], [0.4385, -0.0371, -0.4214], [-0.5083, -0.2072, 0.2271], [-0.5124, 0.1617, 0.0453], [0.3280, 0.3333, -0.4133]],
  "lowdin_charge": [1.63, -0.01, 0.00, -0.07, 0.53, -0.02, -0.05, 0.04, -0.09, -0.08, 0.15, 0.11, 0.15, 0.16, 0.14, 0.13, 0.08, 0.13, 0.11],
  "multiplicity": 1,
  "homo_lumo_gap_ev": 1.95,
  "total_charge": 3,
  "e_above_lowest_ev": 0.584,
  "e_lumo_ev": -17.61
}

Record 3
{
  "formula": "C3H9BrN",
  "method": "wB97M-V/def2-TZVPD",
  "symbols": ["C", "C", "C", "N", "Br", "H", "H", "H", "H", "H", "H", "H", "H", "H"],
  "coordinates": [[-0.1157, 2.2967, 0.2631], [-0.4752, -1.9734, -0.0443], [0.8367, 0.2626, -0.4904], [-0.1899, -0.5580, 0.1945], [2.6486, 0.0042, -0.1325], [-0.6600, 1.6791, 0.9503], [-0.6399, 2.5893, -0.5915], [0.5632, 2.9838, 0.6846], [-0.8098, -2.5616, 0.7893], [-1.1777, -2.1875, -0.9740], [0.4486, -2.3954, -0.3864], [0.5125, 0.3176, -1.4628], [0.0498, -0.4444, 1.1492], [-0.9913, -0.0131, 0.0510]],
  "forces_ev_per_a": [[1.1692, -3.8360, -0.2913], [-0.4648, -1.8304, -3.7353], [-0.8910, 2.9337, 1.8446], [0.8133, -0.2061, 0.7986], [-0.4244, -0.3075, 0.0237], [-0.3886, 0.4389, 0.5238], [-0.6559, 0.4214, -1.2539], [0.9754, 0.4216, 0.2931], [-0.2917, 0.4356, 0.6629], [1.1540, 1.0328, 2.0815], [0.6513, -0.4477, 0.0541], [0.1289, 0.1660, -2.4991], [0.0363, -0.0304, 1.5995], [-1.8119, 0.8083, -0.1021]],
  "lowdin_charge": [0.19, 0.00, -0.61, -0.09, 0.81, 0.01, 0.02, 0.03, 0.10, 0.16, 0.08, 0.04, 0.14, 0.12],
  "multiplicity": 1,
  "homo_lumo_gap_ev": 9.03,
  "total_charge": 1,
  "e_above_lowest_ev": 4.115,
  "e_lumo_ev": -4.57
}

Record 4
{
  "formula": "C3H9BrNO",
  "method": "wB97M-V/def2-TZVPD",
  "symbols": ["C", "C", "C", "N", "O", "Br", "H", "H", "H", "H", "H", "H", "H", "H", "H"],
  "coordinates": [[-2.1563, -1.5456, 0.7920], [-0.4681, -0.7146, -0.7458], [-1.0576, -0.8514, 0.6042], [1.6594, 1.9981, -0.0333], [0.8911, -0.2791, -0.8235], [-0.1584, 0.0488, 2.0712], [-2.5188, -1.8855, 1.7359], [2.4008, 1.7713, 0.5554], [-2.6662, -1.9059, -0.0689], [-0.4366, -1.6269, -1.2247], [-1.1619, -0.0475, -1.3349], [1.2356, 1.0996, -0.4303], [0.9212, 2.3326, 0.5889], [1.8664, 2.5285, -0.9173], [1.6493, -0.9225, -0.7690]],
  "forces_ev_per_a": [[0.4758, -0.1197, 0.3428], [-0.0234, 1.5930, -0.6396], [0.3011, 0.0723, 1.3542], [-2.1544, 0.6925, -2.1666], [0.9692, 0.4527, -0.1054], [-0.2717, -0.4669, -0.5061], [-0.3586, 0.4171, 0.5627], [2.1084, -0.3167, 0.8106], [-0.2815, -0.4951, -0.6430], [-0.6119, -2.1388, -0.9329], [1.2759, -0.2486, 0.2736], [0.3836, -0.6158, 0.3675], [-0.0149, 0.7512, -0.4294], [0.0261, 0.1435, 1.7136], [-1.8237, 0.2794, -0.0018]],
  "lowdin_charge": [0.00, -0.25, -0.68, 0.26, -0.13, 0.76, 0.07, 0.11, 0.08, 0.11, 0.16, 0.03, 0.11, 0.18, 0.17],
  "multiplicity": 1,
  "homo_lumo_gap_ev": 9.62,
  "total_charge": 1,
  "e_above_lowest_ev": 0.326,
  "e_lumo_ev": -3.58
}

Record 5
{
  "formula": "C3H9BrO2Si",
  "method": "wB97M-V/def2-TZVPD",
  "symbols": ["C", "C", "C", "O", "O", "Si", "Br", "H", "H", "H", "H", "H", "H", "H", "H", "H"],
  "coordinates": [[-1.6637, 0.6543, -0.0134], [1.9386, 2.9481, 0.9749], [-1.2606, -4.3179, -0.8240], [-0.2920, 0.9782, -0.1157], [2.1493, 1.5494, 0.6852], [1.1867, 0.3223, 0.3012], [1.8633, -0.8617, -1.5100], [-1.8763, -0.1426, -0.7346], [-2.1156, 1.6336, -0.2108], [-1.7515, 0.1142, 1.0070], [2.9044, 3.3730, 0.6890], [1.6895, 3.1615, 1.9759], [1.2893, 3.3291, 0.2299], [-1.5946, -3.7351, -1.6877], [-0.6350, -3.7923, -0.1463], [-1.8318, -5.2140, -0.6204]],
  "forces_ev_per_a": [[1.3555, -1.5183, 1.3371], [1.9533, -1.0143, -2.1533], [-0.9945, 0.3822, -1.1845], [1.9362, 0.0752, 0.1290], [0.2356, 0.2215, 0.4951], [-1.7447, 0.0589, -0.3930], [0.1157, 0.1838, 0.2003], [-0.4505, 0.5007, -0.2467], [-0.8596, -0.8038, 0.4806], [-0.8343, 1.4741, -1.3108], [-0.0137, 0.3018, 0.6053], [-0.4608, 0.0009, 1.0978], [-1.2464, 0.5015, -0.2383], [0.2237, -0.3127, 0.2261], [0.4220, -0.1025, 0.6508], [0.3624, 0.0510, 0.3046]],
  "lowdin_charge": [-0.13, -0.08, 0.08, -0.38, -0.33, 0.15, 0.27, 0.07, 0.09, 0.11, 0.09, 0.07, 0.07, -0.02, -0.04, -0.02],
  "multiplicity": 1,
  "homo_lumo_gap_ev": [8.03, 7.85],
  "e_above_lowest_ev": 3.497,
  "e_lumo_ev": [0.15, -1.06]
}

Record 6
{
  "formula": "C3H9BrSi",
  "method": "wB97M-V/def2-TZVPD",
  "symbols": ["C", "C", "C", "Si", "Br", "H", "H", "H", "H", "H", "H", "H", "H", "H"],
  "coordinates": [[3.0443, -1.9510, -0.1040], [-0.7987, 0.9755, 0.2901], [2.4477, -0.6246, 0.1077], [-2.5828, 1.4832, -0.1080], [3.6258, 0.7953, -0.0423], [2.6050, -2.2965, -1.0460], [4.1312, -2.0299, -0.1626], [2.6479, -2.6228, 0.6593], [-0.2953, 0.5633, -0.5791], [-0.2124, 1.8232, 0.6327], [-0.7660, 0.2236, 1.0761], [-2.6305, 2.8713, -0.5772], [-3.4222, 1.3590, 1.0885], [-3.1353, 0.6176, -1.1542]],
  "forces_ev_per_a": [[0.5936, 0.2321, 0.0595], [-0.5143, 0.1380, -0.0563], [-0.7332, -0.1129, 0.1138], [0.8090, -0.2431, 0.2089], [0.3189, -0.0844, -0.0737], [-0.1165, -0.0246, -0.0764], [0.0777, -0.0105, -0.0311], [-0.1097, -0.0274, 0.0037], [0.0495, -0.0434, -0.0892], [0.0441, 0.1419, 0.0568], [-0.0202, -0.0906, -0.0112], [-0.0564, 0.2466, -0.1064], [-0.1900, 0.0282, 0.1860], [-0.1524, -0.1499, -0.1845]],
  "lowdin_charge": [-0.28, -0.34, -0.56, 0.58, 0.66, 0.09, 0.05, 0.08, 0.00, 0.01, 0.01, -0.10, -0.10, -0.10],
  "multiplicity": 1,
  "homo_lumo_gap_ev": 8.17,
  "e_above_lowest_ev": 3.535,
  "e_lumo_ev": -0.56
}

no.,total energy (eV)
1,-237016.32525
2,-92044.15002
3,-74778.89513
4,-76829.19478
5,-85270.72332
6,-81173.20068